12
Properties=species:S:1:pos:R:3:lowdin_charge:R:1 method="wB97M-V/def2-TZVPD" gap_ha=0.345 relative_energy_kj_mol=558.45 fmax_ev_per_a=0.6
O 1.565 -1.794 1.267 0.06
C 0.809 -1.061 0.661 -0.47
N -0.539 -1.254 0.453 0.04
C -1.013 -0.192 -0.349 -0.20
C 0.086 0.803 -0.675 -0.21
O 0.594 1.367 0.517 0.02
C 1.266 0.228 -0.030 -0.12
H -1.516 -0.088 0.833 0.21
H -1.849 0.634 0.368 0.22
H -1.757 -0.446 -1.111 0.14
H 0.066 1.424 -1.566 0.15
H 2.287 0.380 -0.366 0.16